## one
This record from OMol25 describes 2 unconnected molecules or ions with the total composition C4H12. The level of theory is ωB97M-V/def2-TZVPD.

The value obtained for the orbital gap is 12.93 eV. As for the structure (SMILES): CC.CC.

The geometry in XYZ format:
```
16
Properties=species:S:1:pos:R:3:mulliken_charge:R:1
C -2.824 0.489 1.395 -0.840
C 1.848 -0.167 -0.760 -0.705
C -1.684 -0.524 1.373 -0.713
C 2.675 0.214 -1.983 -0.927
H -2.781 1.168 0.543 0.272
H 3.713 -0.137 -1.927 0.282
H 0.905 0.386 -0.713 0.200
H -1.984 -1.493 1.775 0.343
H -1.341 -0.710 0.349 0.166
H 1.590 -1.232 -0.828 0.272
H 2.205 -0.184 -2.875 0.279
H -2.849 1.115 2.286 0.270
H -0.824 -0.189 1.957 0.245
H 2.775 1.292 -2.117 0.287
H -3.802 0.003 1.340 0.259
H 2.376 -0.032 0.187 0.310
```

## two
This record from OMol25 describes 2 unconnected molecules or ions with the total composition C4H12. The level of theory is ωB97M-V/def2-TZVPD.

The value obtained for the orbital gap is 12.68 eV. As for the structure (SMILES): CC.CC.

The geometry in XYZ format:
```
16
Properties=species:S:1:pos:R:3:mulliken_charge:R:1
C -0.037 -1.195 -2.607 -0.834
C 0.837 -1.178 -1.354 -0.618
C 0.263 1.138 1.951 -0.705
C -1.247 1.252 1.989 -0.788
H -1.081 -1.399 -2.401 0.284
H 0.803 -1.989 -0.629 0.343
H -1.690 0.250 1.936 0.249
H 0.790 2.017 2.326 0.312
H 0.112 -0.246 -3.126 0.266
H -1.617 1.846 1.152 0.267
H 0.806 -0.240 -0.797 -0.028
H 0.367 -1.919 -3.298 0.284
H 1.897 -1.189 -1.605 0.318
H -1.597 1.584 2.971 0.300
H 0.710 0.312 2.533 0.272
H 0.686 0.955 0.959 0.077
```

## three
This record from OMol25 describes 2 unconnected molecules or ions with the total composition C4H12. The level of theory is ωB97M-V/def2-TZVPD.

The value obtained for the orbital gap is 12.41 eV. As for the structure (SMILES): CC.CC.

The geometry in XYZ format:
```
16
Properties=species:S:1:pos:R:3:mulliken_charge:R:1
C 2.653 0.323 -1.843 -0.913
C 1.570 0.992 -1.023 -0.673
C -1.633 -0.603 0.845 -0.760
C -2.610 -0.726 2.020 -0.873
H 1.946 1.117 -0.012 0.276
H -1.521 -1.546 0.314 0.309
H 0.584 0.542 -1.112 0.159
H 3.562 0.934 -1.824 0.268
H 2.440 -0.092 -2.819 0.329
H 3.075 -0.493 -1.230 0.263
H -0.638 -0.277 1.159 0.235
H -2.192 -0.797 3.021 0.286
H 1.374 2.009 -1.392 0.292
H -1.874 0.181 0.129 0.281
H -3.184 0.207 2.087 0.264
H -3.315 -1.531 1.847 0.256
```

## four
This record from OMol25 describes 2 unconnected molecules or ions with the total composition C4H12. The level of theory is ωB97M-V/def2-TZVPD.

The value obtained for the orbital gap is 12.26 eV. As for the structure (SMILES): CC.CC.

The geometry in XYZ format:
```
16
Properties=species:S:1:pos:R:3:mulliken_charge:R:1
C -1.285 -1.542 -0.538 -0.833
C 1.196 0.996 0.699 -0.854
C -0.076 1.829 1.014 -0.976
C 0.085 -1.427 -1.138 -0.739
H -0.762 1.891 0.160 0.281
H -0.793 1.677 1.773 0.349
H 0.560 -0.481 -0.982 0.096
H -1.489 -2.625 -0.530 0.320
H -1.313 -1.144 0.475 0.261
H -2.024 -1.256 -1.266 0.282
H 2.024 1.418 1.366 0.293
H -0.020 -1.542 -2.167 0.370
H 0.390 2.761 1.349 0.311
H 1.398 1.569 -0.162 0.281
H 1.285 -0.035 0.547 0.309
H 0.825 -2.089 -0.600 0.250
```

Top of the stability list: one, leading by 0.218 eV.

## one
This record from OMol25 describes 2 unconnected molecules or ions with the total composition C4H12. The level of theory is ωB97M-V/def2-TZVPD.

The value obtained for the orbital gap is 12.16 eV. As for the structure (SMILES): CC.CC.

The geometry in XYZ format:
```
16
Properties=species:S:1:pos:R:3:mulliken_charge:R:1
C 1.498 0.852 1.535 -0.821
C -1.232 -0.089 -0.758 -0.631
C 2.026 -0.540 1.092 -0.820
C -2.200 -0.182 -1.920 -0.992
H -2.651 0.889 -2.088 0.232
H 2.382 -0.536 0.020 0.240
H -0.237 0.471 -0.936 0.220
H 0.387 0.759 1.557 0.145
H -3.058 -0.773 -1.654 0.311
H 1.222 -1.342 1.324 0.218
H -1.629 0.514 0.062 0.268
H -0.854 -1.061 -0.504 0.261
H 1.621 1.716 1.002 0.395
H 3.057 -0.710 1.471 0.349
H -2.011 -0.814 -2.827 0.323
H 1.679 0.845 2.623 0.302
```

## two
This record from OMol25 describes 2 unconnected molecules or ions with the total composition C4H12. The level of theory is ωB97M-V/def2-TZVPD.

The value obtained for the orbital gap is 12.75 eV. As for the structure (SMILES): CC.CC.

The geometry in XYZ format:
```
16
Properties=species:S:1:pos:R:3:mulliken_charge:R:1
C -1.864 -1.114 1.994 -0.769
C -2.476 -0.977 0.607 -0.724
C 2.103 0.926 -2.097 -0.757
C 2.269 1.159 -0.576 -0.661
H 3.215 0.767 -0.207 0.268
H -1.509 -2.119 2.226 0.272
H 1.488 1.708 -2.533 0.258
H 1.453 0.797 0.050 0.119
H -2.998 -1.903 0.345 0.255
H -2.593 -0.877 2.768 0.271
H 1.503 0.023 -2.222 0.231
H -3.275 -0.235 0.548 0.272
H -1.737 -0.751 -0.156 0.200
H 2.313 2.228 -0.338 0.260
H -0.988 -0.475 2.113 0.222
H 3.094 0.841 -2.522 0.282
```

## three
This record from OMol25 describes 2 unconnected molecules or ions with the total composition C4H12. The level of theory is ωB97M-V/def2-TZVPD.

The value obtained for the orbital gap is 12.54 eV. As for the structure (SMILES): CC.CC.

The geometry in XYZ format:
```
16
Properties=species:S:1:pos:R:3:mulliken_charge:R:1
C -0.725 0.952 1.464 -0.620
C -0.072 2.232 1.979 -0.865
C 0.445 -2.012 -2.367 -1.016
C 0.314 -1.103 -1.157 -0.795
H -0.642 -1.316 -0.665 0.294
H 0.302 -3.048 -2.072 0.294
H -1.750 0.820 1.816 0.358
H 0.997 2.011 2.082 0.248
H -0.656 0.677 0.421 0.029
H -0.425 2.405 2.995 0.257
H -0.268 -1.745 -3.150 0.297
H 1.119 -1.206 -0.431 0.309
H -0.041 3.134 1.371 0.317
H 0.216 -0.038 -1.378 0.322
H 1.410 -1.867 -2.861 0.305
H -0.224 0.105 1.951 0.267
```

## four
This record from OMol25 describes 2 unconnected molecules or ions with the total composition C4H12. The level of theory is ωB97M-V/def2-TZVPD.

The value obtained for the orbital gap is 12.86 eV. As for the structure (SMILES): CC.CC.

The geometry in XYZ format:
```
16
Properties=species:S:1:pos:R:3:mulliken_charge:R:1
C -0.527 0.010 -1.975 -0.499
C -0.828 -0.228 2.510 -0.766
C 0.770 0.647 -2.477 -0.865
C 0.565 -0.401 1.929 -0.690
H 1.164 0.510 2.001 0.246
H 1.134 1.419 -1.798 0.264
H -0.611 -0.991 -2.390 0.241
H -1.407 0.595 -2.237 0.319
H -1.558 0.123 1.776 0.247
H 1.545 -0.107 -2.579 0.269
H -0.825 0.433 3.376 0.279
H -1.191 -1.199 2.865 0.245
H 0.509 -0.674 0.878 0.139
H 1.176 -1.123 2.480 0.316
H -0.542 -0.075 -0.887 -0.059
H 0.627 1.062 -3.473 0.314
```

Top of the stability list: four, leading by 0.123 eV.

## one
This record from OMol25 describes a single C6H7ClS molecule. The level of theory is ωB97M-V/def2-TZVPD.

The value obtained for the orbital gap is 8.16 eV. As for the structure (SMILES): C=C[C@H]1CC(=S)[C@H]1Cl.

The geometry in XYZ format:
```
15
Properties=species:S:1:pos:R:3:mulliken_charge:R:1
Cl 0.499 -1.351 -2.259 -0.180
S -3.018 -1.850 -0.901 -0.243
C -0.166 -1.330 -0.599 -0.157
C 0.099 -0.127 0.381 0.278
C -1.423 0.193 0.368 -0.831
C 1.000 0.960 -0.178 -0.211
C -1.647 -1.032 -0.534 0.041
C 2.025 1.431 0.559 -0.843
H 0.093 -2.324 -0.171 0.317
H -1.715 1.120 -0.001 0.320
H 2.748 2.137 0.177 0.268
H 0.760 1.408 -1.118 0.345
H 2.275 1.061 1.575 0.224
H 0.390 -0.411 1.382 0.397
H -1.920 0.113 1.317 0.275
```

## two
This record from OMol25 describes a single C6H7ClS molecule. The level of theory is ωB97M-V/def2-TZVPD.

The value obtained for the orbital gap is 7.77 eV. As for the structure (SMILES): C=CC(=S)/C(Cl)=C\C.

The geometry in XYZ format:
```
15
Properties=species:S:1:pos:R:3:mulliken_charge:R:1
Cl 2.519 -0.076 -0.745 -0.217
S -1.427 -1.225 -0.034 -0.263
C -1.180 1.446 -1.673 -1.054
C 0.247 1.001 -1.566 -0.180
C 0.329 -1.674 2.566 -0.750
C 0.695 -0.813 1.634 -0.090
C 0.021 -0.646 0.350 0.384
C 0.766 0.165 -0.700 0.190
H 1.507 -0.108 1.816 0.283
H 0.844 1.287 -2.417 0.348
H -1.619 0.953 -2.604 0.239
H -0.521 -2.358 2.395 0.231
H -1.266 2.567 -1.800 0.329
H 0.842 -1.705 3.550 0.245
H -1.757 1.186 -0.774 0.305
```

Top of the stability list: two, leading by 0.247 eV.

## one
This record from OMol25 describes a molecular structure, H5O3. The level of theory is ωB97M-V/def2-TZVPD.

The value obtained for the orbital gap is 9.10 eV. Its charge is -1.

The geometry in XYZ format:
```
8
Properties=species:S:1:pos:R:3:mulliken_charge:R:1
O 0.154 -1.457 -0.975 -0.885
O 0.574 1.049 -0.639 -0.916
O -0.376 0.004 2.069 -0.632
H -0.182 -0.369 1.283 0.322
H -0.233 -1.585 -1.770 0.190
H -0.357 0.873 1.856 0.299
H 0.398 -0.226 -0.841 0.443
H 0.023 1.711 -0.984 0.180
```

## two
This record from OMol25 describes 3 unconnected molecules or ions with the total composition H5O3. The level of theory is ωB97M-V/def2-TZVPD.

The value obtained for the orbital gap is 9.19 eV. Its charge is -1.

The geometry in XYZ format:
```
8
Properties=species:S:1:pos:R:3:mulliken_charge:R:1
O -0.497 0.235 -1.271 -1.118
O 1.762 -0.459 0.036 -0.737
O -1.006 0.181 1.180 -0.799
H 1.556 -0.218 0.943 0.306
H -0.393 -0.643 -1.636 0.218
H -1.722 0.809 1.038 0.248
H -0.681 0.134 0.143 0.492
H 0.981 -0.039 -0.434 0.390
```

## three
This record from OMol25 describes 3 unconnected molecules or ions with the total composition H5O3. The level of theory is ωB97M-V/def2-TZVPD.

The value obtained for the orbital gap is 8.47 eV. Its charge is -1.

The geometry in XYZ format:
```
8
Properties=species:S:1:pos:R:3:mulliken_charge:R:1
O 0.183 0.269 2.304 -0.707
O 0.013 -0.916 -0.076 -1.162
O -0.149 0.590 -2.216 -0.701
H -0.142 0.169 -1.308 0.424
H 0.784 0.764 1.730 0.271
H -0.374 1.508 -2.096 0.268
H -0.129 -0.412 1.659 0.440
H -0.692 -1.567 -0.127 0.167
```

Top of the stability list: two, leading by 0.056 eV.